{"formula": "C9H12NO2P", "method": "wB97M-V/def2-TZVPD", "homo_ev": [-8.475, -8.475], "e_tot_ev": -24397.30159, "largest_force_ha_per_bohr": 0.1439, "homo_lumo_gap_ev": [9.027, 9.028], "species": ["C", "C", "C", "C", "C", "C", "C", "C", "C", "N", "O", "O", "P", "H", "H", "H", "H", "H", "H", "H", "H", "H", "H", "H", "H"], "coordinates": [[1.53282, 3.05626, -1.33068], [0.33133, 3.34753, -0.77654], [1.93407, 1.72401, -1.45187], [-0.48979, 2.35598, -0.25478], [1.19192, 0.69063, -0.92828], [0.01421, 1.02745, -0.23414], [0.00298, -2.60570, 0.78100], [0.37802, -1.90079, 2.13293], [-1.76068, -1.82618, -0.93606], [-0.80845, -1.57420, 0.13926], [-2.77611, 0.54005, 1.48959], [0.32762, -0.46801, 1.99049], [-0.82381, -0.18694, 0.91152], [2.26677, 3.84710, -1.56225], [0.06877, 4.33736, -0.39843], [2.89480, 1.51554, -1.88846], [-1.39154, 2.73335, 0.21992], [1.76612, -0.27846, -0.57360], [0.83466, -2.76971, 0.10192], [-0.46674, -3.56936, 0.93755], [-0.41938, -2.28338, 2.74685], [1.37539, -2.14648, 2.46774], [-2.70443, -2.30499, -0.59129], [-1.98054, -0.75901, -1.19334], [-1.29801, -2.50204, -1.79906]]}